# 1
82
Properties=species:S:1:pos:R:3:forces:R:3:mulliken_charge:R:1 method="wB97M-V/def2-TZVPD" smiles="Cc1ccc2c(c1)Sc1ccccc1N2.O=[N+]([O-])c1ccccc1.O=[N+]([O-])c1ccccc1.O=[N+]([O-])c1ccccc1.O=[N+]([O-])c1ccccc1" orbital_gap_ev=6.73
C -0.32047 1.44919 1.94830 -1.124 -0.770 -0.409 -0.7861
C -1.06128 0.41201 0.95903 -1.036 -1.162 -1.289 0.5412
C -2.22858 1.00116 0.10525 0.925 -3.934 -0.332 -0.4627
C -3.01097 0.06708 -0.86459 2.793 -0.842 2.061 -0.4926
C -2.60311 -1.41899 -0.98996 1.407 2.245 2.257 0.2588
C -1.43055 -1.97769 -0.10010 -1.146 2.522 -0.630 0.2830
C -0.63536 -1.09756 0.89038 -3.529 1.761 -2.903 -0.5822
S -1.07739 -3.79057 -0.40200 -0.118 1.566 -1.298 -0.2425
C -1.13497 -3.81633 -2.27280 -0.710 0.800 -2.186 0.3487
C -0.08046 -4.54551 -3.13002 -3.069 2.206 -2.002 -0.4964
C -0.22255 -4.44588 -4.67342 -2.477 1.798 2.568 -0.2191
C -1.40309 -3.62073 -5.26705 0.404 -0.397 2.793 -0.3955
C -2.46451 -2.89316 -4.40545 2.915 -2.045 2.157 -0.5743
C -2.33725 -2.98833 -2.86390 2.263 -1.657 -2.361 0.3454
N -3.32031 -2.31731 -1.95486 2.992 0.974 -0.436 -0.2956
H 0.02632 2.35534 1.33470 -0.500 -1.308 1.095 0.3031
H 0.54509 0.97526 2.51822 -1.154 0.628 -0.935 0.1302
H -1.12930 1.75239 2.71817 1.493 -0.181 -1.193 0.2654
H -2.50359 2.12238 0.17957 0.698 -2.263 -0.055 0.1873
H -3.87714 0.52915 -1.46233 1.480 -1.002 0.873 0.1999
H 0.21990 -1.54314 1.48975 -1.320 0.791 -0.888 0.2986
H 0.78213 -5.14004 -2.68658 -1.422 1.044 -0.493 0.3548
H 0.58177 -4.95751 -5.30629 -1.550 0.938 0.896 0.2187
H -1.48849 -3.55281 -6.39927 0.100 -0.077 1.733 0.2836
H -3.33342 -2.30013 -4.84150 1.447 -0.965 0.460 0.2112
H -3.88559 -1.67903 -2.54498 0.334 -0.731 0.494 0.3486
O -4.15020 3.62521 1.12050 -0.041 0.174 -1.016 -0.5518
N -4.26411 3.83429 -0.08434 0.669 0.230 0.333 0.9278
O -3.33441 4.14173 -0.82933 -0.771 -0.324 0.673 -0.5614
C -5.59944 3.71543 -0.67352 -0.741 -0.066 -0.317 0.0739
C -6.68592 3.40574 0.14262 -0.011 -0.014 0.112 -0.2930
C -7.95590 3.31737 -0.41727 0.181 0.058 -0.188 -0.5035
C -8.13316 3.53275 -1.78085 0.031 0.001 0.012 -0.3414
C -7.04241 3.83154 -2.59231 -0.008 -0.053 0.267 -0.5128
C -5.76904 3.92477 -2.04072 0.071 0.030 -0.103 -0.2407
H -6.56114 3.23574 1.20631 0.188 0.064 -0.177 0.4324
H -8.80949 3.08333 0.21014 0.141 0.021 -0.040 0.3703
H -9.12704 3.46839 -2.21345 0.122 0.000 0.052 0.3695
H -7.18614 3.99556 -3.65503 0.069 -0.012 0.126 0.3733
H -4.92782 4.16134 -2.68311 0.001 -0.033 0.266 0.4377
O 2.95747 0.44765 5.76417 -0.074 0.402 -0.415 -0.6018
N 2.89076 1.23740 4.83199 -0.316 -0.167 0.043 0.9662
O 1.87938 1.84881 4.51511 0.533 -0.394 0.055 -0.5196
C 4.10093 1.46275 4.03943 0.705 0.133 -0.457 0.1146
C 5.26409 0.75802 4.34468 0.024 -0.084 0.076 -0.3507
C 6.40415 0.95781 3.57392 -0.200 0.151 -0.082 -0.4832
C 6.37900 1.85742 2.51210 -0.038 0.000 0.022 -0.3886
C 5.21721 2.56569 2.21892 0.050 -0.184 0.191 -0.5338
C 4.07139 2.37040 2.98242 -0.098 0.069 -0.057 -0.1891
H 5.29665 0.05434 5.16911 -0.204 0.136 -0.087 0.4366
H 7.31298 0.40961 3.79870 -0.139 0.049 0.013 0.3698
H 7.26955 2.00662 1.90903 -0.108 -0.013 0.079 0.3718
H 5.20436 3.26767 1.39195 -0.051 -0.076 0.115 0.3717
H 3.17153 2.92608 2.74175 0.031 -0.180 0.184 0.4290
O -0.18179 6.59551 9.77962 0.460 -0.332 -0.195 -0.6030
N 0.76233 5.92956 9.37820 0.088 0.453 0.360 0.9918
O 1.93178 6.14674 9.66183 -0.552 -0.115 -0.133 -0.6001
C 0.47284 4.79818 8.49404 -0.185 -0.614 -0.508 0.0333
C -0.84352 4.53947 8.11696 -0.085 0.061 0.014 -0.3586
C -1.11084 3.47840 7.25796 0.302 0.012 0.076 -0.4871
C -0.07008 2.68358 6.78642 -0.067 -0.001 0.028 -0.3314
C 1.24111 2.94090 7.17490 -0.209 0.262 0.194 -0.0669
C 1.51849 4.00122 8.03125 0.058 -0.025 -0.015 -0.5331
H -1.66325 5.15114 8.47713 0.264 0.037 0.048 0.4364
H -2.13149 3.27225 6.95288 0.109 0.059 0.068 0.3835
H -0.28146 1.85981 6.11174 0.085 0.111 0.073 0.4256
H 2.04595 2.31772 6.80793 -0.156 0.104 0.245 0.2817
H 2.54499 4.19304 8.32391 -0.220 0.139 0.072 0.4366
O 2.87938 -5.65219 -4.96747 0.340 -0.386 -0.248 -0.6072
N 3.63928 -6.47569 -5.45952 -0.034 -0.091 0.637 0.9779
O 4.25632 -7.31443 -4.82113 -0.319 0.429 -0.350 -0.5921
C 3.82483 -6.45026 -6.91224 0.109 0.049 -0.859 0.1104
C 3.16758 -5.48463 -7.67266 -0.052 0.059 0.026 -0.1415
C 3.36550 -5.44934 -9.04878 0.132 -0.194 0.107 -0.5402
C 4.20942 -6.37481 -9.65559 -0.002 -0.006 0.032 -0.3883
C 4.85478 -7.34308 -8.89189 -0.171 0.204 0.077 -0.4262
C 4.66509 -7.38428 -7.51468 0.070 -0.079 0.034 -0.3553
H 2.50756 -4.75774 -7.21205 0.153 -0.168 0.117 0.4219
H 2.86389 -4.69767 -9.64920 0.038 -0.079 0.117 0.3700
H 4.36589 -6.34070 -10.72958 -0.026 -0.009 0.130 0.3652
H 5.50919 -8.06376 -9.37070 -0.074 0.066 0.105 0.3664
H 5.17616 -8.14164 -6.93049 -0.161 0.197 0.089 0.4258


# 2
81
Properties=species:S:1:pos:R:3:forces:R:3:lowdin_spin:R:1 method="wB97M-V/def2-TZVPD" spin_multiplicity=7 orbital_gap_ev="7.06 / 7.07" de_lowest_ev=4.184
C 5.06154 0.84298 -3.46389 0.695 1.222 -0.134 0.0000
C 3.94863 1.44219 -2.62907 2.828 3.333 1.189 0.0000
H 5.92741 1.52794 -3.47366 -0.206 -0.100 0.182 0.0000
H 4.72836 0.80982 -4.52250 0.625 -0.140 0.771 0.0000
H 5.41604 -0.13094 -3.06427 -0.335 0.898 -0.619 0.0000
C 3.50999 2.72556 -2.81830 -0.747 -0.830 1.291 -0.0001
C 3.97704 3.58751 -3.88805 0.727 0.409 -1.315 0.0000
H 2.61578 3.17049 -2.30328 2.286 -0.412 -0.547 0.0000
H 3.62084 3.24306 -4.86605 0.072 0.086 -0.223 0.0000
H 5.06506 3.53666 -3.90788 0.214 0.433 -0.362 0.0000
H 3.64257 4.62776 -3.78012 0.238 -0.249 0.083 0.0000
Tb -1.67223 -0.83758 0.03353 0.385 1.120 -0.181 6.1021
Cl 0.47446 -2.05557 1.12624 -0.101 -0.144 0.101 -0.0168
Cl -2.72102 -2.03787 -2.00557 -0.259 -0.108 0.073 -0.0156
H -5.04413 -4.72885 1.91794 0.119 0.343 -0.196 0.0000
H -2.95157 -6.34491 2.28477 0.068 0.303 0.016 0.0000
C -4.51879 -4.33835 1.03199 -0.064 -0.423 0.197 0.0000
C -2.53550 -5.87596 1.38720 0.139 -0.019 -0.332 0.0000
N -3.07493 -4.54148 1.17997 -0.366 0.301 0.137 0.0007
H -4.71297 -3.26532 0.87173 0.033 -0.679 0.117 -0.0001
C -2.27619 -3.49548 1.15385 -0.887 0.658 0.156 -0.0011
O -2.69956 -2.30601 1.28784 -0.154 -1.836 0.360 -0.0173
H -1.44705 -5.78342 1.48659 -0.308 -0.199 -0.028 0.0000
H -1.22347 -3.65647 0.94583 0.318 -0.242 0.437 0.0004
H -4.85393 -4.93371 0.17031 0.077 0.293 0.138 0.0001
H -2.78401 -6.52644 0.54909 0.086 0.030 -0.120 0.0000
H -0.93428 1.16157 -4.03967 -0.061 0.002 0.247 0.0000
H 0.12229 3.62169 -3.51901 -0.237 -0.238 0.226 0.0000
C -1.81394 1.56927 -3.53900 0.245 -0.248 0.138 0.0000
C -0.82712 3.79074 -2.99178 -0.067 0.348 0.019 -0.0001
N -1.42143 2.54112 -2.51797 -0.790 0.547 0.519 -0.0004
H -2.36286 0.77406 -3.03719 0.130 -0.097 -0.215 0.0001
C -1.86705 2.41915 -1.25237 -0.178 -1.089 -0.465 -0.0008
O -2.37925 1.36568 -0.77756 0.339 1.764 -0.327 -0.0158
H -0.62556 4.46179 -2.15040 -0.027 -0.212 -0.087 0.0000
H -1.77286 3.34780 -0.63965 0.119 -0.626 -0.322 -0.0001
H -2.44401 2.03213 -4.30521 -0.017 0.210 0.239 0.0000
H -1.49087 4.33512 -3.68570 0.061 -0.381 0.214 0.0000
O 2.53095 0.24237 -2.74723 -2.457 -0.925 1.745 -0.0006
C 3.41338 0.51068 -1.59156 -1.951 -0.225 -1.227 0.0000
C 1.70545 2.11336 -0.89045 -0.208 0.291 0.009 -0.0001
C 2.59735 1.11490 -0.46501 0.011 0.001 -0.299 -0.0001
H 1.60328 2.21909 -1.98701 -0.858 -0.565 1.575 0.0000
C 1.06373 2.94867 0.01685 0.644 -0.345 -0.709 0.0000
H 4.00314 -0.41573 -1.35731 -0.309 1.073 0.022 0.0000
C 2.55721 0.68460 0.86448 -0.385 1.038 -0.751 0.0000
H 0.39866 3.74996 -0.33174 0.568 -0.180 0.306 0.0000
C 1.33699 2.73326 1.35663 -0.351 -0.365 0.490 0.0001
C 1.91104 1.52872 1.78448 0.275 0.024 0.016 0.0000
H 2.93358 -0.29712 1.10470 0.294 0.071 0.352 -0.0001
H 1.07390 3.51949 2.04768 -0.386 -0.226 0.473 0.0000
H 1.86393 1.25331 2.84035 0.191 0.169 -0.261 0.0000
Si 1.90760 -1.17931 -3.27431 1.071 -2.252 -0.162 -0.0002
Cl 0.15047 -0.06284 -1.37242 0.052 -0.174 -0.985 -0.0175
C 0.43603 -1.06825 -4.43474 -0.264 -0.097 -0.278 -0.0002
C 1.88289 -2.82482 -2.27369 -0.756 -0.132 0.335 0.0001
C 3.56683 -1.42528 -4.12894 -0.120 -1.297 -1.419 0.0000
H -0.55432 -1.09650 -3.94450 0.586 0.040 -0.004 -0.0001
H 0.48523 -1.98477 -5.04887 0.062 0.293 0.039 0.0000
H 0.46143 -0.20457 -5.12633 0.136 -0.362 0.295 0.0000
H 3.75352 -0.48684 -4.69370 -0.065 -1.368 0.269 0.0000
H 3.57248 -2.27711 -4.82612 0.198 0.096 0.020 0.0000
H 4.36967 -1.62334 -3.36184 -1.002 0.212 -0.886 0.0000
H 2.68554 -2.93238 -1.52347 -0.062 0.279 -0.399 0.0000
H 2.00116 -3.67064 -2.99669 -0.016 0.701 0.354 0.0000
H 0.96060 -3.01808 -1.69390 0.272 0.180 -0.369 0.0001
N -2.02396 2.36410 3.43912 -0.136 0.306 0.637 0.0001
C -2.07627 1.88268 2.18809 0.448 -1.445 0.419 -0.0003
N -1.67033 0.61429 2.13868 -0.501 0.571 -0.265 -0.0161
C -1.32827 0.26077 3.45236 0.207 0.533 0.543 -0.0001
C -0.75682 -0.87409 4.03889 0.198 -0.372 0.317 0.0000
C -0.38240 -0.83864 5.39758 -0.286 0.296 -0.466 0.0001
C -0.60407 0.30881 6.18652 -0.483 0.704 -0.218 -0.0001
C -1.22374 1.43536 5.62031 0.230 -0.303 0.615 0.0000
C -1.54674 1.36585 4.27848 0.022 0.340 -0.409 -0.0002
H -2.32985 3.26851 3.76002 0.068 -0.011 -0.248 0.0000
H -2.41359 2.47911 1.35823 -0.015 -0.204 -0.090 0.0000
H -0.58397 -1.73592 3.40360 0.161 0.006 0.258 0.0000
H 0.10130 -1.69015 5.88780 -0.239 0.208 -0.481 0.0000
H -0.30561 0.34028 7.24453 -0.153 -0.125 -0.608 0.0000
H -1.46200 2.35929 6.15964 0.312 -0.490 0.064 0.0000